#a
This record from the OMol25 dataset describes a cluster of 15 separate species, C30H90O15 in total. The level of theory is the ωB97M-V functional and the def2-TZVPD basis.

Structure (XYZ):
```
135
C30H90O15 | the OMol25 dataset | the ωB97M-V functional and the def2-TZVPD basis
C -4.30 0.79 -2.60
C -5.56 -0.07 -2.42
O -5.66 -0.88 -3.59
H -3.35 0.25 -2.66
H -4.22 1.50 -1.77
H -4.47 1.37 -3.51
H -6.49 0.50 -2.38
H -5.41 -0.66 -1.51
H -5.76 -1.79 -3.32
C 2.77 -3.28 1.55
C 4.11 -3.34 2.24
O 3.86 -3.87 3.54
H 2.12 -2.51 1.96
H 2.23 -4.23 1.56
H 2.93 -3.08 0.49
H 4.62 -2.38 2.32
H 4.84 -4.00 1.77
H 4.71 -3.94 3.99
C 2.20 4.11 -1.95
C 0.72 4.36 -2.07
O 0.30 3.95 -3.35
H 2.47 3.07 -1.75
H 2.53 4.63 -1.05
H 2.80 4.50 -2.78
H 0.49 5.43 -1.98
H 0.18 3.78 -1.32
H -0.19 4.64 -3.80
C 0.07 -0.73 -5.04
C 0.00 0.77 -4.93
O 0.76 1.21 -3.89
H -0.76 -1.02 -5.69
H -0.12 -1.20 -4.07
H 0.98 -1.15 -5.47
H -1.02 1.12 -4.77
H 0.29 1.20 -5.89
H 0.66 2.15 -3.69
C -2.92 3.97 0.17
C -3.12 3.25 1.52
O -4.44 2.78 1.66
H -3.52 4.87 0.08
H -3.12 3.36 -0.72
H -1.89 4.34 0.05
H -2.93 3.98 2.30
H -2.41 2.42 1.60
H -4.45 1.84 1.44
C -2.75 -2.72 -3.22
C -2.76 -3.01 -1.71
O -1.43 -2.85 -1.23
H -2.30 -1.73 -3.34
H -3.74 -2.70 -3.67
H -2.17 -3.50 -3.71
H -3.12 -4.04 -1.57
H -3.41 -2.30 -1.20
H -0.82 -3.47 -1.65
C 4.59 0.76 -4.41
C 3.91 -0.19 -3.46
O 3.12 0.43 -2.48
H 5.08 0.24 -5.24
H 5.38 1.31 -3.89
H 3.88 1.46 -4.85
H 4.67 -0.81 -2.99
H 3.34 -0.88 -4.08
H 2.35 0.79 -2.95
C -6.01 -0.99 1.52
C -4.48 -0.90 1.44
O -4.13 0.29 0.75
H -6.32 -1.93 1.97
H -6.49 -0.85 0.55
H -6.36 -0.14 2.10
H -4.14 -1.78 0.88
H -4.06 -0.82 2.44
H -3.18 0.24 0.56
C 3.38 1.08 4.55
C 2.77 -0.27 4.22
O 1.79 -0.67 5.16
H 3.85 1.09 5.53
H 2.64 1.88 4.52
H 4.19 1.33 3.87
H 3.52 -1.07 4.13
H 2.30 -0.29 3.24
H 1.51 -1.56 4.93
C 4.51 1.57 0.43
C 4.33 0.08 0.75
O 4.56 -0.70 -0.41
H 4.36 2.20 1.31
H 3.84 1.88 -0.38
H 5.54 1.75 0.11
H 3.35 -0.20 1.13
H 5.07 -0.24 1.49
H 4.00 -0.34 -1.11
C 1.20 3.36 2.13
C 0.74 4.81 2.26
O 0.39 5.34 1.00
H 2.21 3.32 1.71
H 0.57 2.86 1.39
H 1.28 2.89 3.11
H 1.58 5.34 2.72
H -0.17 4.86 2.87
H -0.01 6.20 1.19
C 0.72 0.15 0.06
C -0.68 0.51 -0.41
O -1.59 -0.43 0.12
H 1.44 0.83 -0.40
H 1.05 -0.85 -0.24
H 0.83 0.28 1.14
H -0.69 0.47 -1.51
H -1.01 1.52 -0.18
H -1.41 -1.31 -0.23
C -1.61 -2.93 2.73
C -1.18 -4.19 2.00
O -0.84 -5.17 2.97
H -2.05 -2.19 2.06
H -0.72 -2.45 3.14
H -2.28 -3.20 3.55
H -0.29 -4.00 1.39
H -1.92 -4.69 1.38
H -0.17 -4.80 3.56
C -1.75 0.38 4.32
C -1.35 1.63 5.09
O -1.38 1.35 6.48
H -1.35 -0.52 4.79
H -1.35 0.34 3.30
H -2.84 0.27 4.39
H -1.95 2.47 4.74
H -0.34 1.98 4.82
H -1.35 2.17 6.99
C 1.97 -3.17 -2.48
C 1.48 -4.43 -3.09
O 0.16 -4.67 -2.62
H 3.01 -3.04 -2.79
H 1.99 -3.20 -1.39
H 1.37 -2.32 -2.81
H 2.12 -5.29 -2.88
H 1.43 -4.35 -4.18
H 0.05 -5.62 -2.51
```

HOMO-LUMO gap in eV: 9.76
HOMO level in eV: -9.3955


#b
This record from the OMol25 dataset describes a cluster of 15 separate species, C30H90O15 in total. The level of theory is the ωB97M-V functional and the def2-TZVPD basis.

Structure (XYZ):
```
135
C30H90O15 | the OMol25 dataset | the ωB97M-V functional and the def2-TZVPD basis
C -4.63 -24.31 -6.84
C -3.81 -24.33 -8.08
O -3.70 -23.01 -8.60
H -4.66 -25.32 -6.44
H -5.51 -23.68 -6.78
H -4.06 -23.71 -6.13
H -4.47 -24.83 -8.79
H -2.89 -24.92 -8.04
H -4.58 -22.67 -8.79
C -1.59 -15.94 -7.81
C -2.14 -14.81 -8.74
O -3.20 -14.13 -8.14
H -0.90 -16.53 -8.42
H -2.25 -16.57 -7.20
H -0.94 -15.47 -7.06
H -2.45 -15.29 -9.67
H -1.31 -14.14 -9.00
H -3.27 -13.37 -8.72
C -2.26 -25.32 -3.85
C -1.09 -25.69 -2.86
O -0.65 -26.92 -3.36
H -3.00 -26.07 -4.13
H -2.07 -24.93 -4.85
H -2.86 -24.55 -3.38
H -1.39 -25.83 -1.82
H -0.37 -24.88 -2.74
H 0.08 -27.21 -2.82
C -3.30 -19.15 -6.71
C -2.83 -18.84 -5.29
O -1.52 -18.41 -5.02
H -3.40 -18.29 -7.37
H -4.32 -19.53 -6.78
H -2.60 -19.90 -7.08
H -2.88 -19.76 -4.71
H -3.48 -18.11 -4.80
H -0.93 -18.87 -5.62
C 2.45 -22.49 -0.22
C 1.47 -22.21 0.88
O 2.00 -21.12 1.68
H 2.35 -21.69 -0.95
H 2.12 -23.33 -0.83
H 3.48 -22.66 0.07
H 1.47 -23.16 1.40
H 0.51 -21.98 0.42
H 1.53 -21.04 2.52
C 9.57 -18.59 -6.11
C 8.26 -18.22 -5.51
O 7.12 -18.82 -5.94
H 10.43 -18.11 -5.65
H 9.56 -18.53 -7.20
H 9.81 -19.64 -5.91
H 8.14 -17.14 -5.42
H 8.37 -18.44 -4.44
H 6.46 -18.14 -6.06
C 2.80 -25.22 -6.59
C 1.38 -25.52 -6.95
O 1.10 -26.85 -6.50
H 3.06 -25.49 -5.57
H 3.05 -24.18 -6.81
H 3.39 -25.90 -7.20
H 1.24 -25.45 -8.03
H 0.79 -24.74 -6.48
H 0.61 -26.83 -5.67
C 5.23 -23.00 -3.75
C 5.82 -21.65 -4.16
O 6.94 -21.78 -4.98
H 4.56 -22.80 -2.92
H 6.02 -23.68 -3.46
H 4.75 -23.62 -4.51
H 6.16 -21.11 -3.27
H 5.20 -20.97 -4.74
H 7.24 -20.88 -5.11
C -2.42 -19.93 -0.15
C -2.08 -19.83 -1.68
O -1.95 -18.47 -1.99
H -1.51 -19.80 0.42
H -2.91 -20.89 0.00
H -3.14 -19.15 0.10
H -2.73 -20.30 -2.41
H -1.10 -20.29 -1.84
H -1.39 -18.49 -2.77
C 2.92 -21.09 -10.68
C 2.44 -19.87 -9.87
O 1.16 -20.03 -9.48
H 2.63 -20.86 -11.71
H 2.56 -22.10 -10.52
H 4.00 -21.19 -10.66
H 2.39 -18.90 -10.38
H 2.98 -19.69 -8.93
H 0.57 -20.12 -10.23
C 2.98 -16.98 -7.05
C 3.79 -18.00 -6.26
O 4.86 -17.23 -5.82
H 2.72 -16.18 -6.35
H 2.06 -17.43 -7.42
H 3.53 -16.60 -7.90
H 4.27 -18.68 -6.95
H 3.08 -18.41 -5.53
H 4.63 -16.98 -4.92
C 0.63 -21.98 -5.33
C 1.25 -21.12 -6.43
O 0.26 -20.26 -6.82
H -0.27 -22.43 -5.73
H 0.29 -21.39 -4.48
H 1.25 -22.75 -4.87
H 1.71 -21.62 -7.28
H 2.08 -20.56 -6.00
H 0.49 -20.11 -7.74
C 3.98 -26.67 -2.17
C 3.08 -27.44 -1.24
O 2.05 -28.04 -1.99
H 4.17 -27.30 -3.03
H 4.91 -26.46 -1.64
H 3.63 -25.75 -2.64
H 2.68 -26.72 -0.52
H 3.64 -28.27 -0.81
H 1.71 -28.80 -1.51
C -2.10 -19.13 -10.30
C -1.76 -20.10 -11.38
O -0.44 -20.00 -11.85
H -1.32 -19.26 -9.55
H -3.08 -19.36 -9.87
H -2.14 -18.14 -10.75
H -2.25 -19.68 -12.25
H -2.19 -21.07 -11.13
H -0.38 -19.27 -12.47
C -0.29 -23.79 -10.33
C 0.40 -23.78 -11.66
O 0.02 -24.89 -12.37
H -0.03 -22.88 -9.78
H 0.28 -24.50 -9.72
H -1.35 -23.98 -10.18
H 1.47 -23.83 -11.48
H 0.25 -22.82 -12.15
H -0.73 -24.70 -12.94
```

HOMO-LUMO gap in eV: 9.72
HOMO level in eV: -9.4969


So which one is most stable? That would be #a, about 4.822 eV below the next structure.


#a
This record from the OMol25 dataset describes a cluster of 2 separate species, C10H14N4O5 in total. The level of theory is the ωB97M-V functional and the def2-TZVPD basis.

Structure (XYZ):
```
33
C10H14N4O5 | the OMol25 dataset | the ωB97M-V functional and the def2-TZVPD basis
C -2.81 -0.59 1.04
C -1.67 -0.98 0.05
C -3.15 0.78 0.78
C -3.75 1.24 -0.57
C 0.86 -0.33 -0.23
C 1.42 -1.65 -0.71
C 1.67 -0.09 1.10
C 2.87 0.53 0.55
C 4.11 0.00 0.13
C 4.07 2.27 -0.34
H -1.71 -1.42 2.83
H -3.21 -0.26 2.90
H -3.57 -1.40 0.80
H -2.23 1.44 1.12
H -4.02 0.96 1.50
H -5.10 1.17 -1.78
H -0.29 0.42 1.57
H 0.61 0.45 -1.05
H 0.98 0.48 1.76
H 1.90 -0.96 1.74
H 4.39 -1.11 0.17
H 4.66 3.21 -0.35
H 5.66 0.80 -0.65
H -0.08 -1.48 -1.93
N -2.26 -0.45 2.45
N -0.36 -0.69 0.56
N 2.97 2.08 0.30
N 4.77 0.99 -0.37
O -1.69 -1.38 -1.17
O -3.28 2.25 -1.13
O -4.86 0.66 -1.00
O 2.05 -2.42 0.21
O 0.85 -2.00 -1.90
```

HOMO-LUMO gap in eV: 8.34
HOMO level in eV: -8.3332


#b
This record from the OMol25 dataset describes an isolated molecule of C10H14N4O5. The level of theory is the ωB97M-V functional and the def2-TZVPD basis.

Structure (XYZ):
```
33
C10H14N4O5 | the OMol25 dataset | the ωB97M-V functional and the def2-TZVPD basis
C 1.38 -0.41 -0.69
C 1.26 -1.47 0.34
C 0.06 -0.60 -1.63
C -0.11 0.67 -2.47
C -0.31 1.03 -3.75
C -0.43 2.84 -2.53
C -0.27 -0.19 1.62
C 0.42 0.90 2.26
C -1.64 -0.57 2.14
C -1.64 -1.37 3.32
H 2.40 -1.07 -2.14
H 3.27 -1.09 -0.81
H 1.23 0.59 -0.34
H -0.78 -0.69 -0.92
H 0.25 -1.43 -2.38
H -0.19 0.46 -4.64
H -0.35 3.93 -2.38
H -0.59 2.95 -4.68
H 0.95 -1.87 2.16
H -0.62 0.31 0.63
H -2.30 0.23 2.40
H -2.00 -1.15 1.33
H -1.28 -3.07 4.01
H -1.07 2.09 1.80
N 2.58 -0.54 -1.31
N -0.15 1.83 -1.74
N -0.48 2.40 -3.84
N 0.53 -1.38 1.46
O 1.82 -2.56 0.11
O 1.58 1.05 2.52
O -1.83 -0.97 4.46
O -1.21 -2.70 3.16
O -0.47 1.84 2.55
```

SMILES string: N[C@@H](Cc1c[nH]cn1)C(=O)N[C@@H](CC(=O)O)C(=O)O
HOMO-LUMO gap in eV: 9.30
HOMO level in eV: -9.0733


So which one is most stable? That would be #b, about 5.641 eV below the next structure.


#a
This record from the OMol25 dataset describes an isolated molecule of C2H9NSi. The level of theory is the ωB97M-V functional and the def2-TZVPD basis.

Structure (XYZ):
```
13
C2H9NSi | the OMol25 dataset | the ωB97M-V functional and the def2-TZVPD basis
C -1.06 -1.78 0.09
C 1.62 1.19 -0.36
N -0.35 -0.58 0.63
Si -0.20 1.08 -0.13
H -1.94 -1.89 0.81
H -1.33 -1.54 -0.89
H -0.32 -2.63 0.33
H 1.80 2.20 -0.42
H 2.16 0.71 0.47
H 1.75 0.39 -1.19
H -0.20 -0.60 1.65
H -1.02 2.21 0.48
H -0.90 1.23 -1.47
```

SMILES string: CN[SiH2]C
HOMO-LUMO gap in eV: 9.54
HOMO level in eV: -8.4848


#b
This record from the OMol25 dataset describes a cluster of 2 separate species, C2H9NSi in total. The level of theory is the ωB97M-V functional and the def2-TZVPD basis.

Structure (XYZ):
```
13
C2H9NSi | the OMol25 dataset | the ωB97M-V functional and the def2-TZVPD basis
C 1.92 -0.76 -0.60
C -2.16 0.44 0.51
N 0.61 -1.02 0.02
Si -0.25 0.43 0.46
H 2.61 -1.46 -0.11
H 2.04 -0.90 -1.69
H 2.21 0.30 -0.24
H -2.42 -0.69 0.62
H -2.53 1.11 1.38
H -2.56 1.03 -0.32
H 0.38 -1.95 -0.34
H -0.17 2.61 -1.48
H 0.31 0.87 1.79
```

HOMO-LUMO gap (spin up / spin down) in eV: 6.96 / 8.99
HOMO level (spin up / spin down) in eV: -7.2260 / -9.0906


So which one is most stable? That would be #a, about 3.149 eV below the next structure.


#a
This record from the OMol25 dataset describes an isolated molecule of C13H15N3O3. The level of theory is the ωB97M-V functional and the def2-TZVPD basis.

Structure (XYZ):
```
34
C13H15N3O3 | the OMol25 dataset | the ωB97M-V functional and the def2-TZVPD basis
C -0.72 -0.27 -0.52
C -1.74 -0.36 -1.63
C -0.86 1.02 0.36
C -0.54 0.44 1.84
C -1.15 -0.47 2.74
C 0.79 0.47 2.44
C 0.90 -0.08 3.69
C 1.78 1.24 1.83
C 2.06 0.19 4.39
C 3.02 1.21 2.34
C 3.14 0.62 3.72
C -1.75 -0.56 -3.93
C -1.00 -0.68 -5.14
H 1.54 0.06 -0.63
H 0.92 -1.49 -0.08
H -1.12 -1.06 -0.05
H -0.30 1.74 -0.22
H -2.01 1.42 -0.01
H -2.01 -1.16 2.58
H -0.84 -0.50 4.85
H 1.79 1.55 0.78
H 2.00 -0.20 5.38
H 3.93 1.42 1.69
H 4.34 0.60 4.11
H 0.06 -0.29 -2.85
H -2.44 -1.53 -3.92
H -2.75 0.27 -3.86
H -1.58 -0.02 -7.20
N 0.69 -0.70 -0.76
N -0.39 -0.58 3.79
N -1.07 -0.56 -2.80
O -3.01 -0.38 -1.55
O 0.06 -1.36 -5.28
O -1.75 0.01 -6.10
```

SMILES string: N[C@@H](Cc1c[nH]c2ccccc12)C(=O)NCC(=O)O
HOMO-LUMO gap in eV: 8.53
HOMO level in eV: -8.0486


#b
This record from the OMol25 dataset describes a structure of composition C13H15N3O3. The level of theory is the ωB97M-V functional and the def2-TZVPD basis.

Structure (XYZ):
```
34
C13H15N3O3 | the OMol25 dataset | the ωB97M-V functional and the def2-TZVPD basis
O -2.47 -2.49 0.31
C -1.56 -1.60 0.19
N -0.22 -1.87 -0.04
C 0.85 -1.29 -0.03
N 0.80 -0.12 0.07
C 1.85 0.64 0.28
C 3.05 -0.01 0.17
C 3.15 -1.24 -0.36
C 1.94 -1.93 -0.33
H 2.01 -3.07 -0.42
H 4.07 -1.54 -0.39
N 4.24 0.98 -0.09
O 5.41 0.11 -0.29
O 4.27 2.17 0.24
H 1.83 1.77 0.29
H -0.35 -2.99 -0.02
C -1.99 -0.30 0.39
H -1.36 0.24 1.13
C -3.38 0.22 0.68
H -3.88 -0.55 1.60
C -4.24 0.11 -0.70
H -5.36 0.50 -0.38
H -4.13 -0.73 -1.07
C -3.37 1.25 -1.03
H -3.52 1.66 -2.47
C -1.83 0.60 -1.05
H -1.11 1.14 -1.04
H -1.67 0.03 -1.87
C -3.54 2.29 -0.08
H -2.57 2.96 -0.13
H -4.34 3.03 -0.45
C -3.63 1.56 1.03
H -4.55 1.81 1.63
H -2.86 1.74 1.85
```

HOMO-LUMO gap in eV: 7.93
HOMO level in eV: -9.4743


So which one is most stable? That would be #a, about 8.681 eV below the next structure.